{
  "formula": "C39H75N8O10S3",
  "method": "ωB97M-V/def2-TZVPD",
  "charge": 1,
  "lumo_ha": -0.152,
  "gap_ev": 5.72,
  "energy_ha": -3915.75110,
  "symbols": ["S", "S", "S", "O", "O", "O", "O", "O", "O", "O", "O", "O", "O", "N", "N", "N", "N", "N", "N", "N", "N", "C", "C", "C", "C", "C", "C", "C", "C", "C", "C", "C", "C", "C", "C", "C", "C", "C", "C", "C", "C", "C", "C", "C", "C", "C", "C", "C", "C", "C", "C", "C", "C", "C", "C", "C", "C", "C", "C", "C", "H", "H", "H", "H", "H", "H", "H", "H", "H", "H", "H", "H", "H", "H", "H", "H", "H", "H", "H", "H", "H", "H", "H", "H", "H", "H", "H", "H", "H", "H", "H", "H", "H", "H", "H", "H", "H", "H", "H", "H", "H", "H", "H", "H", "H", "H", "H", "H", "H", "H", "H", "H", "H", "H", "H", "H", "H", "H", "H", "H", "H", "H", "H", "H", "H", "H", "H", "H", "H", "H", "H", "H", "H", "H", "H"],
  "xyz": [[-2.6080, 1.0613, -1.3694], [-0.6730, 0.7838, 0.8929], [1.9346, -1.5786, 0.3333], [4.7489, 2.5587, 1.2345], [6.6509, 1.3646, -1.8336], [-7.2257, 2.0360, -0.2699], [-3.5544, 3.9250, -3.7009], [-5.1601, -4.2176, 2.7039], [9.1923, 0.4174, -0.5111], [6.1679, -0.0916, -3.4415], [-7.3622, -6.9122, -1.0951], [8.9940, 5.1826, 2.4581], [8.4691, -0.6018, 0.1688], [10.8567, 4.4470, 1.4409], [-1.9146, 5.0515, -4.7379], [-7.9628, 1.8592, -2.3794], [4.4832, -2.3370, 0.6103], [-8.8462, -7.1240, 0.5736], [-5.2233, -3.0078, 4.5921], [6.6121, 2.3760, 2.4814], [-0.9334, -1.0587, -0.9853], [10.0787, 5.4355, 1.9539], [0.7174, 0.0876, -2.5170], [-5.8165, -3.7475, 3.6208], [-0.4290, -0.9161, -2.3660], [-1.6908, -3.4186, -1.1729], [5.4312, 2.9604, 2.1741], [5.5151, -0.6857, -1.2596], [3.6332, -1.5498, -0.0792], [-8.1600, 4.0177, -1.2338], [7.8585, -1.5030, -0.7652], [6.1099, -4.3321, 1.9090], [-2.4443, 3.9182, -4.2081], [6.3724, -1.5267, -0.5255], [-8.5545, 2.3158, -3.6228], [3.2309, 0.1773, -1.8843], [2.1043, -0.5781, -2.6413], [6.1374, 0.2233, -2.2855], [-7.5726, -7.0912, 0.0921], [-2.1163, -1.9687, -0.9697], [-2.7831, -4.4693, -0.8526], [-3.8616, 1.5560, -0.1335], [-9.2838, -7.3222, 1.9410], [-7.7447, 2.5657, -1.2433], [-4.1135, -3.9045, -0.3435], [-0.6240, 5.2280, -5.3739], [7.5370, 2.7306, 3.5465], [-6.4522, -7.2809, 1.0867], [-7.3100, -3.9577, 3.7219], [10.6078, 6.8471, 1.8728], [6.6276, -3.3056, 1.2175], [-4.7781, 3.1407, 1.5350], [4.1383, -0.7063, -1.0591], [-3.5275, 2.7633, 0.7267], [-5.8388, -2.3741, 5.7431], [5.8232, -2.3695, 0.4274], [4.9928, 4.1233, 3.0263], [12.1597, 4.5654, 0.8131], [-1.3633, 0.2120, -0.4613], [-1.6106, 2.6583, -4.2691], [-2.6047, -1.8190, -0.0099], [-1.4372, -3.5297, -2.2295], [-9.5478, -6.9910, -0.1373], [-6.9066, -2.5614, 5.7586], [2.0648, -1.6198, -2.3363], [6.8597, 1.6069, 1.8790], [8.2884, -2.4947, -0.6323], [-2.1942, 1.8749, -3.7959], [5.1365, -4.2323, 2.3806], [-5.4019, -2.7620, 6.6646], [0.5364, 0.6534, -3.4315], [-0.0426, -1.8981, -2.6434], [-4.8307, -4.7092, -0.1966], [11.5479, 6.9412, 2.4170], [-4.7114, 1.8213, -0.7611], [-8.4317, -7.4525, 2.5997], [7.6737, 1.8776, 4.2152], [2.8349, 0.9367, -1.2036], [-4.2288, -2.9042, 4.4671], [4.8754, 3.8181, 4.0663], [-0.0357, 5.9715, -4.8336], [-3.1934, 3.5984, 0.1106], [9.8758, 7.5114, 2.3205], [-0.6754, 2.7857, -3.7216], [8.4944, 3.0040, 3.1168], [12.4814, 5.6003, 0.7904], [-2.5219, 5.8523, -4.6626], [10.4514, 3.5280, 1.5190], [12.8979, 3.9817, 1.3648], [1.7887, -2.9106, 0.4279], [-5.6734, -1.2963, 5.7124], [-0.7531, 5.5746, -6.4004], [-7.6247, 4.5770, -2.0019], [10.0010, -0.0211, -0.8178], [-7.8383, -3.0045, 3.6907], [-9.4474, 1.7316, -3.8503], [-6.5244, -8.2550, 1.5726], [2.4063, -0.5566, -3.6882], [5.7217, 4.9324, 2.9701], [-0.7667, -3.6068, -0.6217], [-4.9799, 2.3595, 2.2682], [-8.8301, 3.3622, -3.5546], [-7.6286, -4.5598, 2.8760], [0.7443, 0.8242, -1.7152], [-7.6635, 0.8986, -2.3198], [3.8192, 0.7142, -2.6228], [-4.0852, 0.6744, 0.4634], [-4.5541, 4.0377, 2.1145], [6.6226, -5.2786, 1.9969], [-5.6239, 3.2984, 0.8755], [7.6970, -3.1474, 1.2133], [-7.9182, 4.4362, -0.2618], [-6.4714, -6.4916, 1.8395], [-2.7355, 2.5415, 1.4374], [7.1647, 3.5732, 4.1151], [4.0373, 4.4796, 2.6546], [-1.3924, 2.3826, -5.3023], [8.0928, -1.1892, -1.7807], [10.7642, 7.1433, 0.8352], [-9.8622, -6.4610, 2.2819], [-2.4018, -5.1137, -0.0596], [4.0864, -2.9440, 1.3148], [12.1194, 4.1894, -0.2104], [-7.8453, 2.1934, -4.4424], [-3.9731, -3.4677, 0.6445], [-2.9918, -5.0911, -1.7215], [-4.5387, -3.1428, -0.9952], [-2.7850, -1.6781, -1.7839], [-7.5673, -4.4793, 4.6446], [-5.5080, -7.2253, 0.5545], [-9.2330, 4.1152, -1.4014], [-1.2476, -0.7237, -3.0728], [-9.9182, -8.2075, 2.0111], [6.4907, 1.4778, -0.8823], [-0.0742, 4.2931, -5.3892]],
  "lowdin_charge": [0.95, 0.72, 0.96, 0.00, 0.18, 0.01, 0.03, 0.02, -0.01, 0.17, 0.03, 0.02, -0.13, 0.01, 0.01, 0.01, 0.14, 0.01, 0.01, 0.02, -0.24, -0.54, -0.17, -0.54, -0.21, -0.18, -0.55, 0.02, -0.48, 0.00, -0.12, 0.09, -0.55, -0.04, -0.07, -0.12, -0.18, -0.51, -0.55, -0.23, -0.23, -0.44, -0.08, -0.54, -0.11, -0.08, -0.07, -0.01, 0.00, -0.01, -0.06, -0.10, -0.13, -0.32, -0.07, -0.14, 0.00, -0.07, -1.10, -0.04, 0.12, 0.10, 0.14, 0.07, 0.08, 0.12, 0.13, 0.01, 0.07, 0.08, 0.10, 0.11, 0.06, 0.09, 0.06, 0.07, 0.08, 0.13, 0.14, 0.09, 0.08, 0.11, 0.08, 0.08, 0.05, 0.07, 0.14, 0.13, 0.08, -0.08, 0.08, 0.08, 0.09, 0.11, 0.09, 0.08, 0.09, 0.12, 0.09, 0.10, 0.08, 0.07, 0.07, 0.09, 0.14, 0.12, 0.09, 0.07, 0.08, 0.04, 0.11, 0.08, 0.06, 0.05, 0.08, 0.08, 0.09, 0.14, 0.09, 0.08, 0.10, 0.14, 0.08, 0.08, 0.05, 0.10, 0.08, 0.10, 0.09, 0.08, 0.09, 0.11, 0.08, 0.13, 0.07]
}